19
Properties=species:S:1:pos:R:3:mulliken_charge:R:1 method="wB97M-V/def2-TZVPD" total_energy_ha=-1105.45185 smiles=CCSS.O.O.O homo_ev=-8.500 molar_mass_g_mol=148.25
C -0.671 -0.237 4.195 -0.807
C -0.763 -0.345 2.641 -0.585
S 0.748 0.339 1.861 -0.084
S 1.966 -1.361 1.965 -0.215
H -1.354 0.540 4.531 0.287
H 0.340 0.134 4.320 0.313
H -0.913 -1.167 4.697 0.259
H -1.497 0.329 2.190 0.290
H -0.983 -1.303 2.173 0.393
H 2.574 -1.416 0.759 0.150
H -4.247 -0.763 -4.296 0.315
H -3.677 -0.968 -2.955 0.314
O -3.595 -0.373 -3.702 -0.630
H 3.491 2.345 -1.400 0.309
H 2.546 2.905 -2.319 0.321
O 3.452 2.564 -2.340 -0.631
H 0.423 -0.248 -4.713 0.315
H 1.521 -0.676 -3.840 0.317
O 0.638 -0.299 -3.769 -0.632